This record from the Open Molecules 2025 dataset describes a cluster of 2 separate species, C10H13O2 in total in a non-equilibrium geometry. The level of theory is wB97M-V/def2-TZVPD.

Results
HOMO level   -3.9 eV
LUMO energy   0.110 Eh
Molecular weight   165.2 g mol⁻¹
Frontier orbital gap   0.2544 Eh
Charge   -1
Calculated total energy   -539.37014 a.u.

Last column: Mulliken charge in e.
Element x y z (Å)
C1 -0.2611 0.2279 -2.5879  0.52
C2 1.0377 -0.4262 -2.0740  -1.15
C3 -0.8767 -0.4146 -3.8437  0.40
O1 -2.1228 -0.5644 -3.7915  -0.76
O2 -0.0831 -0.7232 -4.7534  -0.73
H1 -0.9092 0.2746 -1.7258  -0.34
H2 0.0484 1.2763 -2.7218  0.17
H3 1.9469 -0.2378 -2.6418  0.33
H4 0.8863 -1.5113 -2.0754  0.30
H5 1.2675 -0.2404 -1.0318  0.32
C4 0.3729 2.2487 1.2162  -1.56
C5 -0.4662 -1.8087 2.4037  -0.31
C6 -0.9554 -1.3156 1.2057  -0.59
C7 0.3557 -1.0041 3.1928  -0.56
C8 -0.7900 0.0364 0.9039  -0.37
C9 0.6067 0.2933 2.7948  -0.35
C10 0.0359 0.8589 1.6474  0.63
H6 -0.7811 -2.8045 2.6955  0.34
H7 -1.6429 -1.8610 0.5854  0.43
H8 0.9376 -1.4220 4.0027  0.33
H9 -1.3138 0.3454 0.0156  0.46
H10 1.2377 0.9376 3.3724  0.39
H11 0.3408 2.9270 2.0662  0.44
H12 -0.2391 2.5650 0.3688  0.36
H13 1.3674 2.3426 0.7760  0.30

Cartesian forces (eV/Å) of the 6 atoms listed first:
C 1.9 0.9 0.9
C -0.2 -1.3 -0.2
C -0.5 0.0 0.3
O 0.1 0.0 -0.1
O 0.1 0.0 -0.1
H -0.7 -0.3 -0.3